1.
C24H27ClNNaO5P as an isolated structure at a distorted geometry. Source: the Open Molecules 2025 dataset; level of theory: wB97M-V/def2-TZVPD.

Geometry as ORCA input:
```
! RIJCOSX wB97M-V def2-TZVPD def2/J DEFGRID3
* xyz -1 1
Na 0.11 -0.14 -0.01
O -1.08 -5.58 1.56
C -0.80 -4.44 1.23
C -1.12 -3.19 1.99
O -1.46 -3.11 3.17
C -0.90 -2.09 1.06
C -0.25 -2.58 -0.12
O 0.16 -1.82 -1.06
C -0.06 -4.02 -0.01
O 0.59 -4.75 -0.75
O -1.17 -0.86 1.26
C -0.62 4.34 -0.72
C -0.65 4.22 0.81
C -2.10 4.36 1.27
C 0.19 5.36 1.40
P -0.07 2.43 1.18
C 1.74 2.64 0.85
C 2.19 2.30 -0.42
C 3.51 2.49 -0.80
C 4.42 3.01 0.10
C 4.00 3.34 1.38
C 2.68 3.16 1.75
C -0.26 2.09 3.03
C -1.70 1.58 3.18
C -0.07 3.24 4.03
C 0.69 0.94 3.38
H -1.04 5.30 -1.02
H -1.21 3.55 -1.18
H 0.40 4.28 -1.10
H -2.54 5.27 0.85
H -2.18 4.42 2.36
H -2.69 3.51 0.93
H -0.25 6.32 1.09
H 1.21 5.33 1.04
H 0.20 5.34 2.49
H 1.49 1.87 -1.14
H 3.83 2.21 -1.80
H 5.46 3.15 -0.19
H 4.71 3.74 2.10
H 2.38 3.43 2.75
H -2.44 2.33 2.87
H -1.90 1.35 4.24
H -1.85 0.67 2.61
H -0.79 4.05 3.86
H 0.93 3.67 4.03
H -0.26 2.84 5.03
H 0.47 0.07 2.77
H 0.54 0.65 4.42
H 1.74 1.22 3.26
Cl 6.28 -0.18 2.39
C 5.05 -0.93 1.42
C 5.27 -2.15 0.81
C 4.25 -2.68 0.03
C 3.08 -1.95 -0.12
N 2.87 -0.78 0.48
C 3.83 -0.28 1.25
H 6.20 -2.67 0.96
H 4.36 -3.64 -0.44
H 2.26 -2.32 -0.74
H 3.63 0.66 1.74
*
```

Results
Kohn-Sham gap: 5.4 eV
ΔE to the lowest compared entry with this formula, charge and spin: 9.0 kcal/mol
E: -2325.64506 a.u.
Strongest force on any atom: 2.75 eV/A

These are the Mulliken partial charges, in e, on atoms 1 to 2: 1.096 -0.641

=====

2.
C24H27CoNOSi as an isolated structure at a distorted geometry. Source: the Open Molecules 2025 dataset; level of theory: wB97M-V/def2-TZVPD.

Geometry as ORCA input:
```
! RIJCOSX wB97M-V def2-TZVPD def2/J DEFGRID3
* xyz 0 4
C 1.27 -2.40 -0.23
C 1.65 -1.09 0.18
C 2.01 -1.11 1.55
H 1.59 -0.17 -0.40
C 2.05 -2.47 1.96
C 1.54 -3.28 0.88
H 1.55 -4.37 0.83
H 0.89 -2.68 -1.21
H 2.24 -0.25 2.18
H 2.56 -2.81 2.86
Co 0.17 -1.95 1.37
C -0.62 0.59 1.16
H -0.17 -0.23 0.53
H -1.68 0.94 0.84
H 0.03 1.49 1.34
Si -0.22 2.29 -1.25
C -0.94 2.52 -2.94
C -0.36 1.89 -4.05
H 0.64 1.46 -3.99
C -1.09 1.72 -5.24
H -0.62 1.29 -6.12
C -2.44 2.10 -5.32
H -3.02 1.92 -6.24
C -3.02 2.74 -4.21
H -4.07 3.03 -4.35
C -2.29 2.95 -3.03
H -2.77 3.38 -2.15
C 1.53 2.93 -1.01
C 2.18 3.63 -2.05
H 1.61 3.88 -2.95
C 3.53 4.03 -1.90
H 4.05 4.60 -2.69
C 4.23 3.71 -0.72
H 5.28 4.01 -0.61
C 3.58 3.06 0.34
H 4.16 2.87 1.25
C 2.23 2.69 0.19
H 1.69 2.24 1.02
H 0.10 0.82 -1.44
H -1.46 2.88 -0.68
O -1.83 -1.79 0.99
C -2.56 -1.56 2.25
C -1.99 -2.63 3.14
C -2.77 -3.54 3.88
C -2.22 -4.70 4.46
C -0.90 -4.99 4.14
C -0.21 -4.15 3.27
N -0.71 -2.98 2.80
H -2.12 -1.19 0.28
H -3.63 -1.77 2.06
H -2.39 -0.50 2.59
H -3.84 -3.37 3.91
H -2.80 -5.36 5.10
H -0.39 -5.88 4.51
H 0.79 -4.43 2.90
*
```

Results
Kohn-Sham gap (spin up / spin down): 6.1 / 5.6 eV
ΔE to the lowest compared entry with this formula, charge and spin: 16.1 kcal/mol
E: -2732.74011 a.u.
Strongest force on any atom: 4.48 eV/A

These are the Mulliken partial charges, in e, on atoms 1 to 2: -0.731 -0.328